# 1
The following is a quantum chemistry calculation of a molecular structure, C38H47HfN3PS3, from the Open Molecules 2025 dataset.

Properties
- LUMO energy (eV) = -2.25
- HOMO-LUMO gap (eV) = 6.483
- energy relative to the best compared isomer or geometry (same formula, charge and spin) (kcal per mole) = 36.2
- charge = +1

Positions of all 93 atoms, in Å:
Hf -1.305 -0.353 0.082
C 1.803 -4.139 -1.283
C 2.994 -3.224 -1.271
C 4.202 -3.626 -1.830
C 5.324 -2.813 -1.784
C 5.253 -1.565 -1.187
C 4.057 -1.134 -0.637
C 2.935 -1.957 -0.659
P 1.346 -1.445 0.080
C 1.727 0.308 0.542
C 1.407 1.160 -0.525
C 1.659 2.519 -0.483
C 2.203 3.062 0.667
C 2.541 2.230 1.724
C 2.340 0.851 1.686
C 2.854 0.025 2.834
C 1.297 -2.392 1.645
C 2.394 -3.129 2.094
C 2.337 -3.823 3.288
C 1.171 -3.795 4.040
C 0.070 -3.096 3.579
C 0.095 -2.395 2.368
C -1.159 -1.743 1.858
H 1.941 -4.957 -1.989
H 0.889 -3.606 -1.550
H 1.648 -4.573 -0.292
H 4.264 -4.597 -2.307
H 6.254 -3.153 -2.219
H 6.128 -0.929 -1.146
H 4.003 -0.150 -0.188
H 1.015 0.714 -1.434
H 1.447 3.141 -1.343
H 2.394 4.126 0.728
H 3.015 2.656 2.602
H 3.266 0.672 3.609
H 3.652 -0.635 2.491
H 2.087 -0.609 3.275
H 3.307 -3.146 1.512
H 3.199 -4.381 3.630
H 1.112 -4.344 4.972
H -0.852 -3.122 4.151
H -1.801 -1.500 2.712
H -1.713 -2.532 1.318
C -5.623 -1.685 -1.613
C -4.155 -1.617 -1.241
S -3.803 -0.426 0.029
C -3.235 -2.394 -1.823
C -3.561 -3.429 -2.867
S -1.508 -2.334 -1.446
H -6.174 -0.891 -1.113
H -6.061 -2.639 -1.315
H -5.757 -1.565 -2.689
H -4.625 -3.484 -3.087
H -3.228 -4.409 -2.519
H -3.022 -3.211 -3.791
C -1.956 3.112 -4.644
N -0.672 2.453 -4.645
C 0.399 2.833 -5.560
C 1.430 1.713 -5.363
N 0.967 1.094 -4.122
C -0.320 1.425 -3.860
S -1.310 0.646 -2.757
H -1.817 4.192 -4.577
H -2.523 2.759 -3.786
H -2.514 2.877 -5.553
H 0.798 3.816 -5.292
H 0.032 2.884 -6.585
H 2.447 2.085 -5.259
H 1.400 1.001 -6.190
H 1.321 0.197 -3.836
C -0.105 0.901 4.093
N -1.333 1.710 4.294
C -0.986 3.154 4.343
C -2.377 1.318 3.237
C -2.356 2.167 1.995
C -3.195 3.284 1.993
C -3.244 4.135 0.906
C -2.417 3.869 -0.174
C -1.607 2.744 -0.165
C -1.539 1.817 0.898
H 0.665 1.206 4.800
H 0.242 1.070 3.076
H -0.326 -0.156 4.233
H -1.735 1.463 5.195
H -0.569 3.447 3.384
H -0.254 3.313 5.132
H -1.868 3.756 4.542
H -3.354 1.368 3.718
H -2.155 0.283 2.996
H -3.861 3.459 2.833
H -3.932 4.970 0.889
H -2.416 4.528 -1.034
H -1.000 2.586 -1.044

# 2
The following is a quantum chemistry calculation of 12 unconnected molecules or ions with the total composition C42H72O24, from the Open Molecules 2025 dataset.

Properties
- LUMO energy (eV) = 0.13
- SMILES = C[C@H]1COC(=O)O1.C[C@H]1COC(=O)O1.C[C@H]1COC(=O)O1.C[C@H]1COC(=O)O1.C[C@H]1COC(=O)O1.C[C@H]1COC(=O)O1.CC(C)=O.CC(C)=O.CC(C)=O.CC(C)=O.CC(C)=O.CC(C)=O
- HOMO-LUMO gap (eV) = 9.499
- energy relative to the best compared isomer or geometry (same formula, charge and spin) (kcal per mole) = 0.0
- charge = 0

Positions of all 138 atoms, in Å:
C 18.286 29.888 -16.125
C 18.659 28.392 -16.100
C 17.987 27.558 -14.973
O 17.870 26.364 -15.716
C 17.780 26.525 -17.023
O 17.420 25.678 -17.837
O 18.169 27.808 -17.300
H 18.913 30.481 -16.791
H 18.400 30.333 -15.136
H 17.267 30.069 -16.468
H 19.710 28.207 -15.880
H 17.022 27.940 -14.641
H 18.659 27.333 -14.145
C 12.068 34.644 -19.978
C 10.705 35.091 -20.521
C 9.821 35.643 -19.482
O 9.270 36.813 -20.083
C 9.909 37.056 -21.237
O 9.614 38.002 -21.978
O 10.914 36.146 -21.447
H 12.636 35.542 -19.732
H 12.669 34.137 -20.733
H 11.937 33.947 -19.151
H 10.138 34.271 -20.961
H 10.389 35.933 -18.598
H 9.090 34.849 -19.327
C 29.701 31.834 -14.113
C 28.538 30.819 -14.323
C 28.089 30.055 -13.093
O 26.682 30.315 -12.974
C 26.233 31.109 -13.998
O 25.098 31.639 -14.090
O 27.337 31.481 -14.730
H 30.587 31.251 -13.866
H 29.567 32.466 -13.235
H 29.922 32.407 -15.014
H 28.711 30.090 -15.115
H 28.683 30.301 -12.212
H 28.380 29.036 -13.348
C 21.955 37.065 -16.478
C 20.866 37.501 -15.481
C 20.736 38.958 -15.078
O 19.369 39.296 -15.212
C 18.765 38.239 -15.824
O 17.561 38.155 -15.972
O 19.652 37.275 -16.143
H 22.071 37.846 -17.230
H 21.608 36.167 -16.989
H 22.862 36.834 -15.921
H 20.954 36.895 -14.579
H 21.361 39.619 -15.680
H 21.023 39.014 -14.028
C 16.074 15.368 -19.609
C 17.028 16.460 -18.893
C 16.320 17.571 -18.213
O 16.953 17.710 -16.983
C 17.769 16.737 -16.766
O 18.432 16.571 -15.776
O 17.768 15.881 -17.798
H 15.516 14.894 -18.801
H 16.721 14.642 -20.100
H 15.368 15.808 -20.313
H 17.733 16.893 -19.602
H 15.253 17.438 -18.036
H 16.547 18.522 -18.695
C 10.496 28.240 -16.456
C 9.429 29.230 -16.800
C 8.037 28.786 -16.440
O 7.574 29.929 -15.807
C 8.560 30.788 -15.472
O 8.501 31.841 -14.843
O 9.672 30.342 -15.989
H 10.433 27.340 -17.068
H 10.495 27.932 -15.410
H 11.514 28.603 -16.596
H 9.542 29.465 -17.859
H 7.981 27.956 -15.735
H 7.489 28.508 -17.340
C 21.347 32.359 -25.458
C 20.173 32.549 -24.476
C 20.497 33.285 -23.156
O 19.009 32.289 -24.754
H 22.090 33.147 -25.339
H 21.051 32.359 -26.507
H 21.889 31.435 -25.259
H 21.296 34.000 -23.353
H 20.799 32.582 -22.380
H 19.607 33.801 -22.796
C 21.215 27.093 -6.067
C 21.073 27.854 -7.372
C 21.606 29.272 -7.487
O 20.566 27.250 -8.276
H 21.669 26.108 -6.177
H 20.304 27.141 -5.471
H 21.887 27.585 -5.363
H 21.543 29.877 -6.582
H 21.080 29.801 -8.282
H 22.657 29.175 -7.758
C 10.695 20.991 -14.470
C 11.672 21.424 -13.346
C 13.050 21.982 -13.686
O 11.387 21.290 -12.191
H 10.912 21.645 -15.315
H 9.692 21.035 -14.047
H 10.878 19.990 -14.861
H 13.426 22.327 -12.723
H 12.833 22.827 -14.339
H 13.633 21.192 -14.161
C 12.042 30.029 -8.825
C 13.241 29.377 -9.515
C 14.630 29.798 -9.238
O 13.031 28.302 -10.187
H 11.101 29.480 -8.803
H 11.818 30.950 -9.364
H 12.270 30.264 -7.786
H 14.971 29.521 -8.240
H 14.766 30.877 -9.302
H 15.358 29.276 -9.860
C 12.679 28.992 -25.072
C 12.556 28.561 -23.611
C 13.853 28.282 -22.908
O 11.451 28.332 -23.100
H 13.360 29.843 -25.098
H 11.835 29.319 -25.677
H 13.156 28.183 -25.624
H 14.645 28.875 -23.368
H 14.186 27.250 -23.020
H 13.842 28.570 -21.857
C 19.377 24.844 -24.931
C 20.460 24.169 -25.765
C 20.136 22.837 -26.466
O 21.604 24.553 -25.896
H 18.664 25.287 -25.626
H 19.803 25.596 -24.266
H 18.875 24.093 -24.321
H 19.202 22.867 -27.027
H 19.965 22.114 -25.669
H 20.999 22.458 -27.014